{
  "formula": "C8H24IO7",
  "method": "wB97M-V/def2-TZVPD",
  "gap_ev": [10.0928, 5.2983],
  "charge": 0,
  "multiplicity": 2,
  "lumo_ev": [0.074, -4.716],
  "elements": ["I", "C", "C", "O", "H", "H", "H", "H", "H", "H", "C", "C", "O", "O", "H", "H", "H", "H", "H", "H", "C", "C", "O", "O", "H", "H", "H", "H", "H", "H", "C", "C", "O", "O", "H", "H", "H", "H", "H", "H"],
  "coordinates": [[-13.7144, -12.5955, -20.1141], [-18.9675, -13.2101, -19.9169], [-18.1577, -12.3775, -18.8986], [-17.2616, -11.4650, -19.5993], [-19.5364, -13.9175, -19.3135], [-18.3546, -13.6782, -20.6872], [-19.7094, -12.5279, -20.3319], [-17.4806, -12.9878, -18.3010], [-18.8590, -11.8510, -18.2512], [-16.4393, -11.9581, -19.5525], [-13.0607, -10.5666, -16.7396], [-13.6185, -9.4174, -15.8108], [-12.6684, -8.5668, -15.1683], [-12.3213, -10.1235, -17.8704], [-13.9171, -11.1276, -17.1136], [-12.5252, -11.4191, -16.3218], [-14.2856, -9.8742, -15.0797], [-14.2914, -8.7103, -16.2961], [-13.1744, -7.8745, -14.7369], [-12.5903, -10.6814, -18.6039], [-8.2339, -14.6585, -19.6746], [-9.7035, -14.3611, -19.8605], [-9.9960, -12.9770, -19.7590], [-7.4170, -14.0288, -20.6317], [-8.0533, -15.7328, -19.6361], [-7.9452, -14.2738, -18.6964], [-10.2604, -14.8354, -19.0524], [-10.0804, -14.7297, -20.8145], [-10.9352, -12.9192, -19.9494], [-6.5299, -14.3777, -20.5177], [-15.9215, -13.1914, -23.8026], [-14.9241, -14.3329, -24.1287], [-14.3167, -14.1641, -25.3474], [-15.3318, -11.9341, -23.4726], [-16.5214, -13.4144, -22.9203], [-16.6234, -12.9143, -24.5891], [-15.4851, -15.2561, -23.9832], [-14.1479, -14.3476, -23.3636], [-13.5224, -13.6392, -25.2245], [-14.9954, -12.0182, -22.5774]]
}